Entry from the Open Molecules 2025 dataset: 3 unconnected molecules or ions with the total composition C31H39F8N4O7P2S in a non-equilibrium geometry (ωB97M-V/def2-TZVPD).

**HOMO**: -10.529 eV
**Total charge**: +1
**E_LUMO**: -2.4 eV
**E**: -104223.8836 eV
**Molecular weight**: 825.673 g mol⁻¹
**Strongest force on any atom**: 2.2 eV Å⁻¹
**Frontier orbital gap**: 8.10 eV

The geometry in XYZ format:
```
92
Properties=species:S:1:pos:R:3:forces:R:3:mulliken_charge:R:1
O 1.1908 -1.6594 -0.4277 1.0446 0.2590 -0.8819 -0.48
C 0.2828 -1.8407 0.3145 -0.2257 -0.5912 0.4805 -0.19
C -1.0650 -1.2019 0.0820 0.1293 0.0177 -0.1749 -0.21
C -1.1894 -0.6480 -1.3397 -0.3095 0.3285 0.4544 -1.90
C -1.6837 0.7902 -1.4899 -0.6652 -0.9457 -0.2172 0.63
C -1.8068 1.0902 -2.9887 0.6438 0.4580 0.1435 -1.28
C -0.4750 1.2154 -3.7326 -0.4444 0.1963 -0.2791 -0.64
O -0.6919 0.7387 -5.0401 0.2227 0.0130 0.1213 -0.32
C 0.4832 0.4308 -5.7536 -0.3216 -0.0813 -0.5966 -1.27
C 0.4833 -1.0815 -6.0244 0.4670 0.5776 0.7158 1.17
F 0.0492 -1.7074 -4.8996 -0.2465 -0.2556 -0.0450 -0.27
F -0.3502 -1.3478 -7.0361 -0.1982 -0.3430 -0.1197 -0.31
C 1.9132 -1.5984 -6.2968 -0.1309 0.2816 -0.0130 0.43
F 2.4641 -0.7911 -7.2282 0.0670 0.0016 -0.2349 -0.32
F 2.6095 -1.4202 -5.1581 0.0344 -0.1353 0.2437 -0.29
C 2.0188 -3.0532 -6.7844 -0.0498 0.2513 -0.7163 0.74
F 1.2756 -3.8632 -6.0176 0.0897 -0.0942 0.4708 -0.27
F 1.4818 -3.0795 -8.0256 -0.0491 -0.0578 -0.1185 -0.28
C 3.4354 -3.6356 -6.9209 -0.2673 -0.7394 -0.0938 0.01
F 4.0436 -3.1103 -7.9937 0.2348 0.3738 0.0300 -0.25
F 4.1669 -3.4245 -5.8172 0.1786 0.1794 0.1416 -0.24
N -0.7069 1.7394 -0.7994 -0.2742 0.4674 -1.1158 -0.01
C -1.2503 2.1276 0.5246 -0.8928 -0.7016 1.4853 -0.40
P -0.7725 3.7982 1.0155 2.0950 0.5609 0.2863 0.57
O -1.5409 4.1320 2.3467 -0.3893 -0.1060 -0.2738 -0.52
O -1.2837 4.7798 -0.1318 -0.6057 -0.3279 0.0402 -0.50
S 1.1492 3.8882 1.1878 -0.1445 -0.1700 -0.1290 -0.33
C -2.7260 1.6322 0.6394 1.0441 -0.1447 -1.2507 -1.34
C -3.0021 1.1988 -0.8150 -0.5298 1.1664 -0.1474 -0.33
C -4.2641 0.3779 -1.1389 -0.3007 0.4546 0.5171 -1.25
P -4.9065 -0.5363 0.2695 0.5581 -1.1538 0.3343 0.60
O -3.9078 -1.4233 0.8794 0.1494 0.0628 -0.0960 -0.51
O -6.2116 -1.3226 -0.2135 0.0840 0.6617 -0.3042 -0.54
O -5.4566 0.5590 1.2771 -0.4514 -0.0530 -0.3565 -0.50
N 0.4600 -2.6643 1.4800 -0.9128 0.3472 -0.2336 -0.37
C -0.2561 -3.9136 1.4438 0.0794 -0.4035 0.4782 0.70
C -0.8787 -4.4321 0.3138 -0.1247 -0.1297 -0.1756 -0.24
C -1.5679 -5.6492 0.3544 0.5045 0.4652 0.7299 -0.89
C -1.6355 -6.3592 1.5504 0.0551 0.2698 -0.5421 -0.48
C -0.9861 -5.8660 2.6799 -0.1408 0.2455 -0.4779 -0.57
C -0.2981 -4.6556 2.6276 -0.3458 -0.5303 -0.0004 -0.40
H -1.8707 -1.9030 0.2595 -0.0024 -0.1442 0.2777 0.74
H -1.1807 -0.4547 0.8658 -0.0387 0.0880 0.0589 0.12
H -0.2380 -0.7097 -1.8603 0.2038 -0.1577 0.0805 0.77
H -1.8647 -1.2887 -1.8992 -0.1715 -0.0107 -0.1063 0.53
H -2.3941 0.2966 -3.4363 0.0449 -0.2123 -0.1029 0.42
H -2.3619 2.0117 -3.1572 -0.1472 0.0933 0.0902 0.52
H 0.3483 0.6929 -3.2412 0.0269 -0.2123 0.0001 0.63
H -0.2174 2.2790 -3.8007 0.2623 0.0596 0.1277 0.33
H 0.4325 0.9294 -6.7189 0.1123 0.0496 -0.0918 0.39
H 1.3969 0.7418 -5.2550 0.0450 -0.0157 0.2260 0.52
H 3.3342 -4.7110 -7.0778 -0.0402 -0.0956 0.0251 0.33
H -0.6798 2.5594 -1.4147 0.2180 0.1900 0.2696 0.66
H 0.2506 1.3820 -0.7714 0.0018 -0.0996 0.2502 0.71
H -0.7473 1.5442 1.2916 0.5569 0.1063 -0.0609 0.14
H -0.8844 4.1143 3.0701 -0.1924 -0.3083 0.2833 0.33
H -0.6222 5.4900 -0.1720 -0.1303 0.1297 -0.2314 0.41
H -2.7575 0.7710 1.2924 -0.2003 0.1712 0.4735 0.67
H -3.3475 2.4570 0.9587 -0.4379 -0.2000 0.1759 0.64
H -3.2148 2.1674 -1.2766 0.0487 0.0480 -0.2239 0.78
H -4.1432 -0.2971 -1.9818 0.2094 -0.2132 -0.0019 0.69
H -5.0476 1.0746 -1.4333 -0.1126 0.0201 -0.0859 0.40
H -6.0667 -1.7019 -1.0890 -0.2684 -0.3106 0.0594 0.36
H -6.0302 0.1222 1.9244 -0.0211 0.2710 0.2167 0.36
H 0.0624 -2.1156 2.2412 0.1872 -0.2469 0.2883 0.35
H -0.8566 -3.9011 -0.6279 0.1259 0.0876 -0.0876 0.40
H -2.0350 -6.0088 -0.5472 -0.1078 -0.1238 -0.0655 0.40
H -2.1904 -7.2837 1.5631 0.0201 -0.1444 0.2084 0.40
H -1.0401 -6.4340 3.5956 0.1149 0.0528 0.1565 0.39
H 0.1979 -4.3203 3.5270 0.1219 0.2467 -0.0501 0.41
N -0.1699 2.3842 4.6508 -0.0562 0.2339 -0.0896 -0.13
C -0.7434 2.7355 5.8042 -0.0363 0.0015 -0.0457 -0.19
C -0.1737 2.4981 7.0435 0.0233 -0.0217 -0.0069 -0.63
C 1.0567 1.8602 7.0911 0.0159 -0.0064 0.0163 -0.20
C 1.6650 1.4883 5.9032 -0.0720 -0.0305 0.0804 -0.80
C 1.0146 1.7726 4.7137 -0.0805 -0.0638 -0.2183 -0.27
H -1.7056 3.2298 5.7222 -0.0056 0.0016 0.0592 0.36
H -0.6809 2.8058 7.9471 -0.0167 0.0084 -0.0074 0.39
H 1.5340 1.6569 8.0408 -0.0021 0.0025 0.0027 0.40
H 2.6242 0.9901 5.8933 0.0118 0.0150 -0.0478 0.46
H 1.4607 1.5048 3.7619 0.1356 0.0417 0.0529 0.63
N 4.0487 2.0913 3.3653 0.0372 0.0201 0.0470 -0.15
C 5.2492 1.6061 3.0510 -0.0637 -0.0554 -0.0367 -0.29
C 6.4412 2.2247 3.3960 -0.0201 0.0324 0.0111 -0.50
C 6.3852 3.4142 4.1042 0.0398 0.0125 0.0136 -0.15
C 5.1450 3.9342 4.4387 0.0337 -0.0355 -0.0226 -0.90
C 4.0144 3.2351 4.0479 -0.0891 -0.0035 -0.0668 0.05
H 5.2491 0.6749 2.4951 0.0512 -0.0028 0.0055 0.38
H 7.3877 1.7838 3.1162 -0.0048 -0.0158 -0.0108 0.39
H 7.2936 3.9276 4.3914 0.0018 -0.0016 0.0005 0.38
H 5.0550 4.8595 4.9906 -0.0192 0.0022 0.0003 0.38
H 3.0234 3.6046 4.2895 0.0258 0.0713 0.0246 0.42
```
Forces are in eV/Å.